(1)
Density functional theory data (ωB97M-V/def2-TZVPD) for C12H23NO4Si in the gas phase at a distorted geometry.

Computed properties:
**Energy**: -1116.19172 Ha
**E_HOMO**: -9.317 eV
**Gap between HOMO and LUMO**: 9.88 eV
**Charge**: 0
**Structure (SMILES)**: CC(=O)N(C)[C@@H]1C(=O)OC[C@H]1CCO[Si](C)(C)C
**Relative energy (zero: lowest compared OMol25 entry of this formula, charge and spin)**: 3.3792 eV

Each line ends with the natural charge from an NBO analysis.
Geometry (Å):
Si1 -2.5531 0.2541 0.1487  1.88
O1 3.5547 -2.3076 0.9821  -0.56
O2 2.4729 -0.1082 2.7956  -0.52
O3 2.8078 1.9409 1.6528  -0.54
O4 -1.1590 -0.2911 -0.7296  -0.87
N1 1.7214 -1.1870 -0.1496  -0.52
C1 1.0965 1.2887 -0.0345  -0.22
C2 2.3699 -2.2854 0.5888  0.74
C3 1.9502 2.5191 0.6070  -0.08
C4 -2.2695 -0.3299 1.9778  -1.14
C5 2.2407 0.1493 0.2223  -0.15
C6 -2.5899 2.1809 0.2413  -1.16
C7 -0.7981 0.5923 -1.8122  -0.07
C8 1.4441 -3.5851 0.8640  -0.72
C9 0.5311 1.4840 -1.5082  -0.45
C10 2.5165 0.5274 1.7401  0.81
C11 2.0052 -1.5093 -1.6083  -0.43
C12 -4.2149 -0.4065 -0.5559  -1.16
H1 2.2573 -0.5889 -2.2222  0.22
H2 -4.4737 -1.3932 -0.0171  0.25
H3 3.0888 0.5666 -0.4450  0.21
H4 -2.7662 2.6251 -0.8018  0.23
H5 0.2111 2.5921 -1.5852  0.22
H6 1.1509 -2.1392 -2.0335  0.22
H7 -1.6565 1.2355 -2.2097  0.18
H8 -4.1233 -0.6822 -1.6720  0.25
H9 2.5999 2.8297 -0.2950  0.18
H10 0.4168 -3.3936 0.3819  0.22
H11 0.3812 1.0607 0.8271  0.23
H12 2.9381 -2.1901 -1.6558  0.21
H13 -3.4327 2.5587 0.9150  0.25
H14 -3.0230 0.1150 2.7029  0.24
H15 1.3459 -3.8172 1.9701  0.26
H16 -0.4958 -0.0910 -2.6929  0.18
H17 1.3035 3.3651 1.0335  0.21
H18 -1.1944 -0.0061 2.2493  0.24
H19 1.9365 -4.4281 0.2577  0.23
H20 1.2898 1.3250 -2.3406  0.22
H21 -1.6028 2.6335 0.6127  0.24
H22 -2.2409 -1.4818 1.9985  0.24
H23 -5.0371 0.3778 -0.4002  0.25

Cartesian forces (eV/Å) of the 2 atoms listed first:
Si 0.5 0.0 1.1
O -3.7 0.7 -1.4

(2)
Density functional theory data (ωB97M-V/def2-TZVPD) for C10H10N2OS in the gas phase at a distorted geometry.

Computed properties:
**Energy**: -969.90826 Ha
**E_HOMO**: -9.279 eV
**Gap between HOMO and LUMO**: 9.80 eV
**Charge**: 0
**Relative energy (zero: lowest compared OMol25 entry of this formula, charge and spin)**: 3.4896 eV

Each line ends with the natural charge from an NBO analysis.
Geometry (Å):
S1 -1.1650 -1.2318 -1.1399  1.45
O1 -2.3282 -1.7238 -0.4535  -0.92
N1 -1.8305 -0.2039 -2.3969  -0.58
N2 -2.9769 1.4052 -3.3596  -0.44
C1 0.2589 -0.0150 1.0491  -0.08
C2 -1.2765 0.0754 -3.6678  -0.11
C3 0.9390 0.3937 3.3309  -0.20
C4 1.2615 -0.9303 0.9933  -0.20
C5 -0.3673 0.2693 -0.2802  -0.58
C6 -1.9436 1.1069 -4.1559  -0.09
C7 1.9168 -0.6125 3.2476  -0.21
C8 0.0428 0.6400 2.2548  -0.19
C9 2.0911 -1.1881 2.0203  -0.21
C10 -2.8237 0.7049 -2.2768  0.17
H1 -0.3192 -0.4119 -3.9090  0.22
H2 0.3853 0.6118 -1.0326  0.24
H3 0.7603 0.8410 4.3273  0.22
H4 2.7194 -0.8204 3.9492  0.22
H5 -3.2778 0.6096 -1.3522  0.20
H6 -1.8328 1.6471 -5.0774  0.22
H7 2.6911 -2.1010 1.9311  0.21
H8 1.4818 -1.3462 -0.0152  0.20
H9 -1.2264 0.8660 -0.2961  0.23
H10 -0.7539 1.5430 2.2781  0.23

Cartesian forces (eV/Å) of the 2 atoms listed first:
S 1.4 0.9 -1.5
O -0.9 -0.2 1.3

(3)
Density functional theory data (ωB97M-V/def2-TZVPD) for a molecular structure, C4H12NO at a distorted geometry.

Computed properties:
**Energy**: -288.53840 Ha
**E_HOMO (alpha / beta)**: -20.054 / -20.207 eV
**Gap between HOMO and LUMO (alpha / beta)**: 4.52 / 4.82 eV
**Charge**: +2
**Multiplicity**: 2
**Relative energy (zero: lowest compared OMol25 entry of this formula, charge and spin)**: 8.7238 eV
**⟨S²⟩**: 0.782

Each line ends with the Löwdin spin population.
Geometry (Å):
O1 -1.1647 0.3617 -0.7655  0.77
N1 -0.2480 -1.0903 0.7959  0.04
C1 1.2305 1.8520 0.4578  -0.01
C2 2.0727 0.9263 -0.3708  0.00
C3 -1.8834 -0.8737 -0.8836  0.10
C4 -1.3903 -1.7453 0.2948  0.00
H1 0.0302 -1.2126 1.7846  0.00
H2 -0.5114 -0.0196 0.0845  0.00
H3 1.4623 -0.0068 -0.4585  0.01
H4 -1.5753 -1.1681 -1.9230  0.05
H5 -2.2205 -1.8144 1.0445  0.00
H6 1.8586 2.4943 1.0951  0.01
H7 0.5856 2.5716 -0.0558  -0.01
H8 -2.9818 -0.7933 -0.8505  0.03
H9 3.0815 0.6853 0.0265  0.00
H10 -1.1381 -2.7938 0.0064  0.00
H11 0.4792 1.3086 1.0959  0.00
H12 2.3130 1.3181 -1.3782  -0.01

Cartesian forces (eV/Å) of the 2 atoms listed first:
O -1.5 -1.3 -0.2
N -1.8 0.0 0.6

(4)
Density functional theory data (ωB97M-V/def2-TZVPD) for 2 unconnected molecules or ions with the total composition C5H10O.

Computed properties:
**Energy**: -271.67209 Ha
**E_HOMO**: -9.761 eV
**Gap between HOMO and LUMO**: 10.76 eV
**Charge**: 0
**Structure (SMILES)**: C[C@H]1C[C@H]1C=O.[H][H]
**Relative energy (zero: lowest compared OMol25 entry of this formula, charge and spin)**: 2.1912 eV

Each line ends with the natural charge from an NBO analysis.
Geometry (Å):
O1 0.9889 -1.8503 -0.4502  -0.53
C1 0.1417 1.4199 0.0101  -0.39
C2 -1.5938 -0.5019 0.3311  -0.61
C3 -0.9466 0.5481 -0.5479  -0.20
C4 1.3465 -0.7470 -0.7926  0.45
C5 0.4523 0.4122 -1.0782  -0.36
H1 0.6617 0.8518 -2.0526  0.23
H2 -0.9240 -0.8214 1.1334  0.22
H3 1.3369 -1.2709 1.8877  0.01
H4 -1.6324 1.0383 -1.2374  0.22
H5 1.4396 -0.7376 2.3955  -0.02
H6 -2.4985 -0.0879 0.7904  0.21
H7 0.4819 1.1923 1.0179  0.22
H8 -1.8680 -1.3935 -0.2392  0.22
H9 2.4279 -0.5253 -0.9163  0.11
H10 0.1859 2.4733 -0.2518  0.22

Cartesian forces (eV/Å) of the 2 atoms listed first:
O 0.1 0.4 -0.2
C 0.1 0.2 0.2